An isolated molecule of C21H27NO4S. Source: the OMol25 dataset; level of theory: wB97M-V/def2-TZVPD.

```
54
Properties=species:S:1:pos:R:3:forces:R:3
C -0.77811 2.43555 -1.11415 -0.3 0.1 0.0
C 1.08915 -2.59523 3.11905 0.2 0.0 -0.2
H 2.33502 1.32741 -4.00969 0.1 0.1 0.0
C -3.00061 2.93360 0.54944 -0.2 0.0 -0.1
C 1.58077 1.68239 0.04606 -0.2 0.2 -0.3
H 1.60047 -1.90214 1.14307 0.0 0.0 0.0
O 0.24371 2.22078 -3.30371 0.3 -0.1 0.4
H -1.93527 -2.78194 -3.38424 -0.1 0.0 -0.1
C 0.48676 1.90533 0.86087 -0.3 0.2 0.0
H -0.32470 -0.31665 0.96971 -0.1 0.0 0.1
H -1.29265 3.58053 -3.63004 0.0 0.0 0.0
H -0.78156 2.54297 -4.98161 -0.1 0.0 0.1
C 0.58788 1.59937 2.33208 -0.1 0.0 0.0
H 2.20695 -1.88190 4.82670 0.1 0.0 0.0
H 0.10918 -1.15467 -3.56055 0.0 0.1 -0.2
C -1.37341 -3.12548 -1.29081 0.3 0.1 0.4
H -0.37168 1.82026 2.82498 0.1 0.0 0.0
S 0.68521 -1.56067 -1.24380 -0.5 -0.3 -0.2
H 2.50948 1.36243 0.48853 0.2 -0.1 0.1
C 1.53616 1.81006 -1.33748 -0.1 0.2 0.1
H -3.67593 3.06125 1.39441 0.0 0.0 -0.1
C -0.20247 -1.70751 -2.69583 0.3 0.1 0.3
O -1.77218 2.53946 1.10409 0.3 -0.1 0.0
H -3.25284 -4.06738 -1.63200 -0.1 0.0 -0.1
C 2.92715 1.91649 -3.30590 0.2 0.1 -0.4
C 1.98231 -1.56536 3.80673 -0.2 0.1 0.1
N 0.98715 0.20906 2.48315 0.0 0.1 0.1
H -2.80970 -3.88423 0.08507 -0.1 -0.1 0.0
H 2.92177 -1.48505 3.25706 0.1 0.0 0.0
H 1.36486 2.21907 2.78915 -0.1 0.0 0.0
H 0.18344 -2.76640 3.70435 0.0 -0.1 0.0
C 0.31617 2.16847 -1.93032 0.2 -0.1 -0.1
H 1.61073 -3.54949 3.02684 -0.1 0.0 0.0
H 2.01638 0.54592 4.25217 -0.1 0.0 0.0
C 0.01709 -0.70707 1.92893 0.1 -0.1 -0.3
H -3.40725 2.16872 -0.12134 0.0 0.0 0.0
H 3.98730 1.73987 -3.48890 -0.1 0.0 0.0
O -0.88117 -3.86498 1.52182 0.0 0.0 0.0
C -0.71192 2.30943 0.26771 0.3 0.0 0.0
O 2.71156 1.51802 -1.97228 -0.2 -0.2 0.2
C -2.43639 -4.09598 -0.91425 -0.1 0.0 0.1
C -0.38674 -2.67211 -0.43547 -0.1 0.1 -0.8
H -2.91642 3.88400 0.01149 0.0 0.0 0.0
C -0.97335 2.57093 -3.90949 -0.2 0.0 -0.1
H 2.70633 2.97675 -3.45181 0.0 0.0 0.0
H -1.70827 2.72425 -1.57250 -0.1 0.0 -0.1
C -1.25789 -2.55844 -2.57860 0.1 0.1 -0.1
H -1.76721 1.85557 -3.66812 0.0 0.0 0.0
C 0.69921 -2.06908 1.74110 -0.4 -0.2 0.5
C -0.24306 -2.98168 0.98327 0.3 0.1 0.3
H -2.02310 -5.10402 -0.88966 -0.1 -0.1 0.0
H 0.42504 -0.21723 4.48367 0.0 0.0 0.0
C 1.32062 -0.18646 3.83446 0.3 -0.1 0.1
H -0.86403 -0.82680 2.58659 0.0 0.0 0.0
```
Forces are in eV/Å.

Results
- SMILES: COc1cc(OC)c(OC)cc1CN1CCC[C@@H](C(=O)c2sccc2C)C1
- Calculated total energy: -1570.27252 a.u.
- E_LUMO: 0.49 eV
- Energy above the lowest of the compared OMol25 structures with the same formula, charge and spin: 32.6 kcal/mol
- Kohn-Sham gap: 8.15 eV
- E_HOMO: -7.7 eV
- Multiplicity: 1
- Molar mass: 389.517 g/mol

The net atomic charges from Mulliken, expressed in e, are: atom 1 (C): -0.3289, atom 2 (C): -0.9452, atom 3 (H): 0.2036, atom 4 (C): -1.0038, atom 5 (C): 0.0225, atom 6 (H): 0.3475, atom 7 (O): -0.4240, atom 8 (H): 0.4223, atom 9 (C): -0.3113, atom 10 (H): 0.2275, atom 11 (H): 0.3430, atom 12 (H): 0.2691, atom 13 (C): -1.2505, atom 14 (H): 0.4377, atom 15 (H): 0.5177, atom 16 (C): 0.4480, atom 17 (H): 0.3299, atom 18 (S): -0.0181, atom 19 (H): 0.4116, atom 20 (C): -0.3565, atom 21 (H): 0.2625, atom 22 (C): -0.4426, atom 23 (O): -0.4714, atom 24 (H): 0.3871, atom 25 (C): -0.8179, atom 26 (C): -0.7285, atom 27 (N): 0.4504, atom 28 (H): 0.3335, atom 29 (H): 0.3251, atom 30 (H): 0.4912, atom 31 (H): 0.3455, atom 32 (C): 1.2440, atom 33 (H): 0.3932, atom 34 (H): 0.4057, atom 35 (C): -0.5383, atom 36 (H): 0.3706, atom 37 (H): 0.3259, atom 38 (O): -0.6761, atom 39 (C): 0.5306, atom 40 (O): -0.4564, atom 41 (C): -1.3147, atom 42 (C): 0.3298, atom 43 (H): 0.3495, atom 44 (C): -1.0038, atom 45 (H): 0.3042, atom 46 (H): 0.5767, atom 47 (C): -0.9168, atom 48 (H): 0.3495, atom 49 (C): 0.4096, atom 50 (C): -0.0814, atom 51 (H): 0.2854, atom 52 (H): 0.3632, atom 53 (C): -0.7894, atom 54 (H): 0.0618

A cluster of 6 separate species, C21H28Cl11F9N in total. Source: the OMol25 dataset; level of theory: wB97M-V/def2-TZVPD.

```
70
Properties=species:S:1:pos:R:3:forces:R:3
C -6.39404 2.14447 -1.36895 -0.2 -0.1 0.1
C -1.19473 1.12896 -0.59219 -1.9 -0.5 -0.8
N 0.15560 1.58675 -0.13621 0.0 0.9 0.5
H -1.97591 1.91947 -0.45397 1.1 -0.3 0.0
H -0.52950 4.30480 2.27140 0.8 -0.4 0.2
C 0.42420 3.76697 2.46033 1.3 -0.1 -0.3
H 1.98320 -4.27094 -1.79920 -0.1 0.8 0.3
C 1.77243 -0.86687 -2.49287 -0.2 -0.6 0.9
Cl -3.58042 -8.69916 2.25689 0.1 0.1 -0.1
H 5.05645 -5.63034 -4.14282 -0.1 0.0 0.1
H 1.81307 4.43728 0.83445 -0.7 -1.0 0.4
H -7.07068 2.47168 -0.58495 0.0 0.1 -0.1
H -1.15760 0.96131 -1.69697 0.2 0.1 1.0
C 1.27231 1.18981 -1.06937 0.6 -0.9 -1.0
Cl -5.10466 -6.86121 3.93453 0.0 0.1 0.0
H 1.20504 -0.85773 0.91936 0.3 -0.7 -0.7
H 4.64291 6.98302 1.95576 0.0 -0.1 -0.1
C -1.54006 -2.79784 2.62384 1.6 -0.4 1.4
F -1.44876 -0.44378 3.25076 -0.6 -0.8 -1.0
C -3.76013 -7.02770 2.79969 0.1 0.1 0.0
H -1.94093 -0.93262 -0.65035 0.3 0.3 1.0
H 2.21920 1.72774 -0.81354 -0.9 -0.4 0.2
F -4.48689 -0.56020 2.67337 1.0 -0.2 -0.7
F -2.13002 -3.84151 3.23540 0.1 0.8 -1.4
C 3.82961 6.87781 1.24391 0.0 0.3 0.1
Cl -5.27439 3.46420 -1.74459 0.1 0.0 0.1
C 1.42421 -1.27186 -0.09342 0.0 0.4 -1.0
F -2.98413 1.27749 1.63479 0.1 -0.9 -0.5
C -3.04213 0.09806 0.93577 0.2 -0.3 -1.2
H -2.84297 -6.71797 3.29244 -0.1 -0.1 0.1
Cl 3.93848 5.27963 0.48499 0.4 0.2 0.0
C -3.43851 -1.05528 1.92937 -1.6 0.9 0.5
C 1.48269 -0.33400 -1.17888 0.2 -1.7 -0.8
Cl 3.32881 -7.09149 -3.49144 0.0 0.0 0.0
H 0.69613 3.45918 -0.95347 -0.6 -0.3 0.7
H 2.20009 -2.57942 -3.79714 -0.9 1.1 1.9
H 0.26015 2.79207 2.97014 -0.1 0.9 -0.1
Cl 4.66338 2.32569 -0.78250 0.2 -0.1 0.1
H 1.99500 2.67996 1.25692 -0.3 0.8 0.2
Cl 3.74379 2.22789 -3.55406 0.0 0.0 -0.1
Cl -7.33986 1.68191 -2.78568 0.0 0.0 0.1
C 5.09742 2.59527 -2.47649 0.2 0.1 -0.1
F -0.29997 -2.70031 3.20398 -1.0 0.1 -0.7
F -1.32745 -3.00490 1.31090 -0.7 0.1 0.9
C 1.60154 -2.67927 -0.31300 -0.1 0.9 -0.6
H 0.97210 1.58480 -2.07349 0.2 -0.3 0.9
F -3.96280 -2.12858 1.26236 1.2 0.8 0.4
H -5.82445 1.28594 -1.03120 0.0 0.1 -0.1
F -2.96929 -1.70970 4.14944 0.7 0.1 -1.1
F -4.06993 0.20293 0.01670 0.6 0.1 0.9
C 1.26065 3.51741 1.15089 -1.7 -0.2 -0.3
H 0.34976 1.19286 0.79643 -0.1 0.1 -0.4
C 1.96801 -2.26932 -2.73157 -0.6 1.4 1.2
Cl 1.46309 4.81385 3.54704 -0.7 -0.6 -0.3
Cl 3.15850 -4.23067 -4.04441 1.2 -1.6 -0.9
H 2.87528 6.95827 1.75721 0.0 -0.1 -0.1
C 1.86009 -3.18969 -1.62444 -0.2 1.6 0.1
Cl 3.94619 8.16639 0.04408 0.0 0.0 0.1
H -0.96387 -0.48821 0.86601 -0.5 -0.2 -0.7
H -3.94743 -6.39539 1.93638 -0.1 -0.1 0.0
H 1.51290 -3.34800 0.56667 0.1 0.4 -0.8
C -2.32194 -1.46670 2.96726 -0.8 -0.4 1.4
H -0.74565 3.58538 0.10578 0.6 -0.7 0.2
C -1.73133 -0.16402 0.13047 0.2 0.6 0.2
H 5.37636 3.63717 -2.60515 -0.1 0.0 0.1
H 5.93500 1.95257 -2.73058 -0.1 -0.1 0.1
H 1.85350 -0.15895 -3.33936 -0.1 -0.5 0.5
H 3.91670 -5.95612 -5.46899 -0.1 0.0 0.1
C 0.25004 3.10437 0.01115 1.3 1.1 -0.6
C 4.00938 -5.74438 -4.40770 0.1 -0.2 -0.2
```
Forces are in eV/Å.

Results
- Charge: +1
- Calculated total energy: -6832.35371 a.u.
- E_LUMO: -2.55 eV
- Kohn-Sham gap: 9.80 eV
- E_HOMO: -12.3 eV
- Multiplicity: 1
- Molar mass: 855.427 g/mol

The net atomic charges from Mulliken, expressed in e, are: atom 1 (C): 0.2177, atom 2 (C): -0.9270, atom 3 (N): 0.5689, atom 4 (H): 0.5615, atom 5 (H): 0.3396, atom 6 (C): -0.4124, atom 7 (H): 0.3417, atom 8 (C): -0.7771, atom 9 (Cl): -0.1563, atom 10 (H): 0.2844, atom 11 (H): -0.3709, atom 12 (H): 0.2948, atom 13 (H): 0.1769, atom 14 (C): -0.3517, atom 15 (Cl): -0.1480, atom 16 (H): 0.3462, atom 17 (H): 0.3479, atom 18 (C): 0.7159, atom 19 (F): -0.2393, atom 20 (C): -0.0652, atom 21 (H): 0.4063, atom 22 (H): -0.4487, atom 23 (F): -0.2987, atom 24 (F): -0.2527, atom 25 (C): -0.2848, atom 26 (Cl): -0.1729, atom 27 (C): -0.0097, atom 28 (F): -0.3028, atom 29 (C): 0.7843, atom 30 (H): 0.1674, atom 31 (Cl): -0.0525, atom 32 (C): 0.5109, atom 33 (C): 0.6918, atom 34 (Cl): -0.1482, atom 35 (H): 0.3357, atom 36 (H): 0.3880, atom 37 (H): 0.2318, atom 38 (Cl): -0.1381, atom 39 (H): 0.3916, atom 40 (Cl): -0.1321, atom 41 (Cl): -0.1442, atom 42 (C): -0.3267, atom 43 (F): -0.2672, atom 44 (F): -0.2095, atom 45 (C): -0.7908, atom 46 (H): 0.6326, atom 47 (F): -0.2829, atom 48 (H): -0.1635, atom 49 (F): -0.2937, atom 50 (F): -0.3231, atom 51 (C): 0.2244, atom 52 (H): 0.3421, atom 53 (C): -0.3196, atom 54 (Cl): -0.1872, atom 55 (Cl): -0.1624, atom 56 (H): 0.1763, atom 57 (C): -0.3434, atom 58 (Cl): -0.1485, atom 59 (H): -0.5618, atom 60 (H): 0.2047, atom 61 (H): 0.4136, atom 62 (C): 0.5557, atom 63 (H): 0.5600, atom 64 (C): 0.0988, atom 65 (H): 0.3116, atom 66 (H): 0.3305, atom 67 (H): 0.1877, atom 68 (H): 0.2991, atom 69 (C): -0.8929, atom 70 (C): -0.3337

no.,F_max (eV/A)
1,0.9
2,2.4